# 1
Entry from the OMol25 dataset: the molecule C24H29NOS2 (ωB97M-V with the def2-TZVPD basis set).

XYZ file:
```
57
C24H29NOS2 | the OMol25 dataset | ωB97M-V with the def2-TZVPD basis set
C -5.044 1.470 -0.531
C -3.948 2.512 -0.498
C -3.947 3.383 -1.721
O -2.715 1.667 -0.404
C -1.616 2.306 0.008
S -0.119 1.510 0.291
S -1.626 3.925 0.341
H -6.047 1.883 -0.690
H -4.829 0.772 -1.351
H -5.071 0.898 0.405
H -4.019 3.136 0.405
H -4.860 3.989 -1.739
H -3.091 4.071 -1.736
H -3.927 2.776 -2.640
C 1.893 2.198 2.470
C 1.560 0.856 3.111
C 2.590 0.741 4.234
C 0.155 0.717 3.672
C 1.729 -0.304 2.117
N 2.773 -1.145 2.362
C 2.776 -2.224 1.500
C 1.650 -2.080 0.661
C 1.472 -3.038 -0.339
C 2.438 -4.045 -0.496
C 3.570 -4.146 0.344
C 3.743 -3.214 1.374
C 0.986 -0.842 1.046
C -0.223 -0.273 0.318
C -0.270 -0.542 -1.189
C 0.901 -0.436 -1.931
C 0.888 -0.641 -3.302
C -0.333 -0.902 -3.942
C -0.328 -1.136 -5.410
C -1.524 -0.962 -3.205
C -1.487 -0.760 -1.829
H 1.167 2.493 1.691
H 1.916 2.999 3.222
H 2.889 2.135 2.018
H 2.510 -0.183 4.818
H 3.608 0.854 3.841
H 2.446 1.574 4.933
H 0.026 -0.294 4.086
H -0.029 1.425 4.491
H -0.611 0.860 2.902
H 3.481 -1.045 3.076
H 0.598 -2.958 -0.986
H 2.315 -4.759 -1.311
H 4.297 -4.947 0.196
H 4.584 -3.236 2.065
H -1.148 -0.619 0.798
H 1.836 -0.221 -1.412
H 1.816 -0.608 -3.868
H -1.346 -1.079 -5.812
H 0.319 -0.396 -5.899
H 0.079 -2.129 -5.645
H -2.474 -1.181 -3.698
H -2.383 -0.810 -1.209
```

The energy above the lowest of the compared OMol25 structures with the same formula, charge and spin is 0.0 kJ/mol. As for the orbital gap: 0.309 Ha. The lowest unoccupied orbital energy comes out at 0.62 eV. For the highest occupied orbital energy, the calculation gives -7.78 eV.

***

# 2
Entry from the OMol25 dataset: a structure of composition C24H29O3RuSSi (ωB97M-V with the def2-TZVPD basis set).

XYZ file:
```
59
C24H29O3RuSSi | the OMol25 dataset | ωB97M-V with the def2-TZVPD basis set
Ru -0.005 1.113 0.499
C 3.045 1.531 0.998
O 2.352 1.986 -0.161
C 2.352 3.389 -0.344
C 1.148 4.085 0.301
O -0.025 3.611 -0.342
C -1.237 4.076 0.230
C -2.392 3.381 -0.501
O -2.382 1.976 -0.343
C -3.131 1.488 0.769
H 3.975 2.093 1.121
H 3.277 0.477 0.823
H 2.434 1.632 1.909
H 2.322 3.557 -1.425
H 3.274 3.821 0.065
H 1.240 5.176 0.174
H 1.115 3.849 1.375
H -1.322 5.168 0.107
H -1.272 3.828 1.302
H -2.297 3.567 -1.577
H -3.342 3.800 -0.144
H -4.060 2.057 0.876
H -2.557 1.533 1.708
H -3.372 0.446 0.550
S -0.117 1.730 2.677
C -1.496 -2.082 -4.593
C -0.882 -0.888 -4.249
C -0.528 -0.653 -2.934
C -0.741 -1.610 -1.946
C -1.357 -2.803 -2.308
C -1.744 -3.033 -3.618
Si -0.105 -1.199 -0.193
C -1.110 -1.852 1.293
C -0.610 -1.566 2.569
C -1.376 -1.767 3.699
C -2.664 -2.267 3.583
C -3.165 -2.580 2.331
C -2.400 -2.368 1.200
C 1.731 -1.765 -0.130
C 2.645 -1.280 -1.067
C 3.974 -1.658 -1.037
C 4.425 -2.534 -0.059
C 3.530 -3.036 0.873
C 2.201 -2.653 0.838
H -1.783 -2.264 -5.620
H -0.692 -0.139 -5.003
H -0.089 0.300 -2.658
H -1.538 -3.563 -1.562
H -2.241 -3.956 -3.889
H 0.396 -1.169 2.666
H -0.974 -1.514 4.669
H -3.269 -2.410 4.465
H -4.165 -2.977 2.237
H -2.811 -2.605 0.230
H 2.306 -0.591 -1.828
H 4.662 -1.267 -1.773
H 5.465 -2.827 -0.029
H 3.871 -3.733 1.628
H 1.514 -3.057 1.568
```

The energy above the lowest of the compared OMol25 structures with the same formula, charge and spin is 197.8 kJ/mol. The spin multiplicity is 2. As for the orbital gap (alpha / beta): 0.231 / 0.248 Ha. The lowest unoccupied orbital energy (alpha / beta) comes out at -0.88 / -0.45 eV. For the highest occupied orbital energy (alpha / beta), the calculation gives -7.18 / -7.19 eV.

***

# 3
Entry from the OMol25 dataset: a structure of composition C24H30AuN3O4SSi (ωB97M-V with the def2-TZVPD basis set).

XYZ file:
```
64
C24H30AuN3O4SSi | the OMol25 dataset | ωB97M-V with the def2-TZVPD basis set
Au 0.311 0.046 -0.636
C -2.778 -4.973 3.056
C -2.454 -4.359 1.720
C -1.156 -4.357 1.226
C -0.843 -3.716 0.035
C -1.836 -3.084 -0.695
C -3.149 -3.120 -0.239
C -3.449 -3.743 0.963
S -1.416 -2.136 -2.160
O -2.494 -2.428 -3.091
O -0.093 -2.599 -2.522
N -1.393 -0.633 -1.722
C -2.681 0.070 -1.732
C -2.649 1.560 -1.292
O -3.625 2.232 -1.688
O -1.722 1.918 -0.531
H -1.945 -5.575 3.424
H -3.663 -5.611 3.004
H -2.974 -4.194 3.799
H -0.367 -4.832 1.801
H 0.175 -3.671 -0.330
H -3.927 -2.659 -0.833
H -4.473 -3.745 1.324
H -3.389 -0.397 -1.026
H -3.140 0.010 -2.718
C 2.901 -0.250 -2.592
Si 3.451 -0.041 -0.814
C 4.842 1.250 -0.847
C 4.214 -1.702 -0.314
N 2.163 0.442 0.214
C 2.284 0.832 1.514
C 1.197 1.437 2.195
C 1.289 1.831 3.514
C 2.464 1.660 4.247
C 3.549 1.084 3.600
C 3.470 0.681 2.276
H 3.772 -0.494 -3.213
H 2.442 0.663 -2.975
H 2.164 -1.051 -2.683
H 5.635 0.941 -1.535
H 5.291 1.430 0.132
H 4.436 2.200 -1.205
H 4.995 -1.996 -1.024
H 3.430 -2.463 -0.346
H 4.647 -1.701 0.688
H 0.280 1.582 1.637
H 0.419 2.283 3.981
H 2.529 1.969 5.284
H 4.482 0.933 4.136
H 4.338 0.218 1.823
C -3.000 -0.975 5.752
C -2.330 -0.946 4.405
C -2.964 -0.423 3.289
C -2.298 -0.417 2.066
N -1.075 -0.900 1.908
C -0.458 -1.385 2.980
C -1.037 -1.434 4.237
H -4.026 -0.611 5.688
H -2.462 -0.350 6.468
H -3.023 -1.990 6.157
H -3.968 -0.019 3.358
H -2.761 -0.003 1.174
H 0.554 -1.745 2.822
H -0.479 -1.838 5.074
```

The total charge is -2. The energy above the lowest of the compared OMol25 structures with the same formula, charge and spin is 9.1 kJ/mol. As for the orbital gap: 0.209 Ha. The lowest unoccupied orbital energy comes out at 4.19 eV. For the highest occupied orbital energy, the calculation gives -1.49 eV.

***

# 4
Entry from the OMol25 dataset: a structure of composition C24H30BCdN10OSe2 (ωB97M-V with the def2-TZVPD basis set).

XYZ file:
```
69
C24H30BCdN10OSe2 | the OMol25 dataset | ωB97M-V with the def2-TZVPD basis set
Cd 9.374 9.079 12.579
C 8.461 4.197 10.274
C 9.281 5.058 9.577
N 10.052 5.760 10.495
N 9.800 5.305 11.722
C 8.853 4.301 11.619
B 10.637 5.749 13.003
N 9.647 6.242 14.108
C 9.506 5.588 15.242
C 8.275 5.966 15.871
C 7.801 6.947 15.007
N 8.494 6.977 13.867
N 11.710 6.707 12.487
C 13.052 6.733 12.551
C 13.526 8.013 12.155
C 12.338 8.728 11.817
N 11.243 7.880 11.864
H 7.685 3.512 9.888
H 9.263 5.288 8.524
H 8.453 3.809 12.510
H 11.040 4.663 13.466
H 10.396 5.018 15.661
H 7.769 5.520 16.691
H 6.914 7.553 15.387
H 13.694 5.898 12.835
H 14.522 8.367 12.307
H 12.195 9.737 11.488
Se 9.265 13.136 12.092
Se 8.259 11.212 13.798
C 9.591 11.053 15.094
C 9.706 12.112 16.004
C 10.158 11.804 17.345
C 10.733 10.506 17.547
C 10.809 9.615 16.450
N 10.315 9.875 15.212
C 9.202 12.091 10.550
C 9.227 12.932 9.440
C 8.932 12.461 8.141
C 8.481 11.196 7.839
C 8.270 10.051 10.079
N 9.360 10.703 10.533
H 9.317 13.087 15.743
H 10.350 12.590 18.038
H 11.073 10.230 18.525
H 11.382 8.667 16.510
H 9.569 13.919 9.585
H 9.143 13.138 7.288
H 8.667 11.031 5.788
H 10.687 6.488 10.322
C 5.693 10.608 7.364
N 6.382 9.968 8.559
C 5.918 8.558 8.853
C 7.695 10.318 8.722
O 7.717 9.157 10.805
N 8.969 10.495 6.608
C 10.463 10.417 6.488
C 8.519 9.062 6.417
H 5.075 11.502 7.711
H 4.950 10.003 6.884
H 6.530 10.945 6.708
H 6.202 8.311 9.867
H 6.546 7.923 8.133
H 4.831 8.473 8.653
H 10.896 11.446 6.582
H 10.713 10.062 5.482
H 10.904 9.685 7.198
H 7.402 8.967 6.506
H 9.018 8.540 7.227
H 8.813 8.707 5.446
```

The total charge is +1. As for the orbital gap (alpha / beta): 0.231 / 0.208 Ha. The lowest unoccupied orbital energy (alpha / beta) comes out at -2.40 / -2.48 eV. For the highest occupied orbital energy (alpha / beta), the calculation gives -8.68 / -8.14 eV.

***

# 5
Entry from the OMol25 dataset: a cluster of 4 separate species, C24H30BNO6 in total (ωB97M-V with the def2-TZVPD basis set).

XYZ file:
```
62
C24H30BNO6 | the OMol25 dataset | ωB97M-V with the def2-TZVPD basis set
C -0.404 1.794 0.642
C 0.107 1.275 -0.666
O 1.272 1.036 -0.871
O -0.780 1.141 -1.695
C -2.069 0.572 -1.455
C -1.965 -0.945 -1.443
N -1.564 -1.453 -0.120
C -1.116 -2.882 -0.158
B 0.292 -2.917 0.612
O 1.485 -2.988 -0.077
O 0.340 -2.832 1.974
C -2.608 -1.278 0.828
O -2.497 -0.689 1.874
O -3.771 -1.859 0.445
H 0.438 2.178 1.217
H -1.160 2.573 0.526
H -0.852 0.989 1.229
H -2.536 0.960 -0.542
H -2.711 0.883 -2.282
H -1.198 -1.214 -2.170
H -2.912 -1.390 -1.783
H -1.026 -3.194 -1.200
H -1.852 -3.550 0.306
H 1.529 -2.281 -0.733
H -0.536 -2.935 2.366
H -4.362 -1.871 1.214
C 2.885 1.562 3.115
C 2.821 0.725 4.220
C 3.242 1.182 5.461
C 3.724 2.477 5.598
C 3.785 3.314 4.492
C 3.368 2.856 3.251
H 2.562 1.202 2.146
H 2.443 -0.284 4.113
H 3.197 0.528 6.323
H 4.051 2.833 6.566
H 4.161 4.324 4.599
H 3.421 3.506 2.387
C -6.087 -0.578 -3.223
C -5.717 0.142 -2.095
C -6.129 1.459 -1.944
C -6.917 2.054 -2.919
C -7.289 1.333 -4.046
C -6.873 0.018 -4.199
H -5.763 -1.605 -3.341
H -5.109 -0.327 -1.331
H -5.837 2.021 -1.067
H -7.241 3.080 -2.802
H -7.905 1.797 -4.805
H -7.162 -0.542 -5.078
C 5.603 0.222 -1.733
C 4.473 -0.500 -1.375
C 4.605 -1.742 -0.767
C 5.869 -2.257 -0.513
C 6.999 -1.534 -0.870
C 6.866 -0.296 -1.482
H 5.499 1.191 -2.205
H 3.489 -0.087 -1.563
H 3.724 -2.306 -0.488
H 5.972 -3.222 -0.034
H 7.984 -1.936 -0.669
H 7.747 0.267 -1.761
```

As for the orbital gap: 0.334 Ha. The lowest unoccupied orbital energy comes out at 0.16 eV. For the highest occupied orbital energy, the calculation gives -8.93 eV.

***

# 6
Entry from the OMol25 dataset: a structure of composition C24H30Cl4N4O2SSeSi2V (ωB97M-V with the def2-TZVPD basis set).

XYZ file:
```
69
C24H30Cl4N4O2SSeSi2V | the OMol25 dataset | ωB97M-V with the def2-TZVPD basis set
V 7.972 -3.096 17.493
Cl 8.669 -0.162 23.637
C 8.834 -0.461 21.908
C 9.491 0.456 21.114
Cl 10.061 1.938 21.708
C 9.534 0.143 19.757
Cl 10.345 1.378 18.701
C 8.994 -0.975 19.160
O 8.994 -1.268 17.891
C 8.377 -1.962 19.995
O 8.011 -3.118 19.477
C 8.268 -1.648 21.374
Cl 7.513 -2.810 22.353
C 6.292 -6.706 19.401
Si 6.022 -5.731 17.896
C 5.311 -6.742 16.501
C 4.938 -4.277 18.467
N 7.536 -5.034 17.330
C 8.670 -5.767 16.897
C 8.757 -7.144 16.810
C 9.893 -7.777 16.388
C 10.996 -7.025 16.050
C 10.925 -5.684 16.035
C 9.762 -4.975 16.425
N 9.575 -3.585 16.403
Si 10.734 -2.449 15.875
C 12.120 -2.177 17.147
C 11.757 -3.076 14.439
C 10.057 -0.790 15.216
H 5.360 -6.900 19.922
H 6.946 -6.029 20.035
H 6.820 -7.651 19.234
H 5.949 -7.579 16.423
H 5.391 -6.138 15.593
H 4.259 -6.979 16.694
H 5.586 -3.463 18.931
H 4.240 -4.614 19.216
H 4.422 -3.901 17.564
H 7.855 -7.717 17.031
H 9.832 -8.840 16.321
H 11.970 -7.532 15.817
H 11.766 -5.051 15.877
H 12.626 -1.222 16.844
H 12.735 -3.050 17.296
H 11.620 -2.032 18.073
H 11.219 -3.627 13.656
H 12.636 -3.757 14.652
H 12.107 -2.172 13.992
H 9.430 -0.242 15.991
H 9.390 -1.074 14.365
H 10.909 -0.209 14.895
C 6.106 -4.771 9.996
N 6.892 -4.970 11.223
C 7.372 -3.988 12.170
C 7.790 -4.808 13.182
N 7.621 -6.112 12.826
C 8.100 -7.171 13.657
C 7.074 -6.247 11.577
Se 6.523 -1.789 15.893
H 6.131 -5.754 9.510
H 6.504 -3.971 9.422
H 5.033 -4.561 10.185
H 7.317 -2.873 11.982
H 8.275 -4.597 14.097
H 7.810 -8.108 13.286
H 7.740 -6.920 14.675
H 9.182 -7.082 13.654
S 4.201 -2.944 14.092
C 5.469 -2.990 15.084
```

The total charge is -2. The energy above the lowest of the compared OMol25 structures with the same formula, charge and spin is 13.3 kJ/mol. The spin multiplicity is 4. As for the orbital gap (alpha / beta): 0.216 / 0.223 Ha. The lowest unoccupied orbital energy (alpha / beta) comes out at 4.17 / 4.17 eV. For the highest occupied orbital energy (alpha / beta), the calculation gives -1.71 / -1.90 eV.

***

# 7
Entry from the OMol25 dataset: a structure of composition C24H30Cl5N3OPbSSb (ωB97M-V with the def2-TZVPD basis set).

XYZ file:
```
66
C24H30Cl5N3OPbSSb | the OMol25 dataset | ωB97M-V with the def2-TZVPD basis set
Pb 2.619 -2.877 -0.249
C 5.785 -3.993 3.625
N 6.148 -3.434 2.317
C 7.385 -3.565 1.716
C 7.340 -2.893 0.551
N 6.064 -2.346 0.449
C 5.349 -2.692 1.547
S 3.740 -2.233 1.987
C 5.681 -1.469 -0.605
C 6.565 -0.496 -1.019
C 6.223 0.290 -2.111
C 5.007 0.080 -2.741
C 4.168 -0.895 -2.240
N 4.493 -1.667 -1.190
H 6.579 -4.664 3.937
H 4.852 -4.544 3.539
H 5.677 -3.190 4.351
H 8.180 -4.133 2.166
H 8.075 -2.775 -0.225
H 7.499 -0.350 -0.494
H 6.901 1.058 -2.459
H 4.708 0.660 -3.602
H 3.202 -1.078 -2.696
Cl 0.620 0.744 -2.559
C -0.673 0.139 -1.610
C -0.444 -0.412 -0.353
Cl 1.182 -0.411 0.288
C -1.476 -0.909 0.432
Cl -1.168 -1.627 1.962
C -2.796 -0.842 -0.032
O -3.761 -1.353 0.731
C -3.021 -0.298 -1.298
Cl -4.638 -0.255 -1.878
C -1.982 0.192 -2.089
Cl -2.309 0.848 -3.628
C -6.190 -3.298 -0.388
C -6.945 -2.134 0.242
C -7.861 -1.391 -0.724
Sb -5.598 -0.797 1.236
C -5.881 1.307 0.945
C -6.978 1.756 1.911
C -4.575 2.072 1.126
C -5.400 -1.353 3.282
C -6.775 -1.405 3.950
C -4.415 -0.442 4.009
H -6.921 -4.012 -0.769
H -5.555 -3.823 0.326
H -5.575 -2.971 -1.227
H -7.531 -2.494 1.093
H -7.323 -1.019 -1.595
H -8.387 -0.558 -0.256
H -8.620 -2.085 -1.089
H -6.232 1.386 -0.084
H -6.658 1.688 2.951
H -7.908 1.195 1.793
H -7.208 2.803 1.709
H -4.168 1.950 2.130
H -4.776 3.136 0.982
H -3.813 1.784 0.400
H -4.986 -2.362 3.205
H -7.236 -0.418 4.015
H -6.653 -1.771 4.971
H -7.468 -2.081 3.449
H -4.805 0.571 4.113
H -3.446 -0.397 3.511
H -4.253 -0.829 5.016
```

The total charge is +3. The energy above the lowest of the compared OMol25 structures with the same formula, charge and spin is 0.0 kJ/mol. As for the orbital gap: 0.261 Ha. The lowest unoccupied orbital energy comes out at -8.89 eV. For the highest occupied orbital energy, the calculation gives -16.01 eV.